Record 1
Formula: C32H44HgN4P2Si
Source: OMol25
Level of theory: wB97M-V/def2-TZVPD

Calculated values
highest occupied orbital energy	-6.90	eV

Last column: Mulliken charge in e.
Cartesian coordinates (Å):
Hg  -2.6882  -0.9513  0.1500  -0.18
C  -2.4638  -3.4330  -2.7242  -0.42
C  -1.1936  -3.2208  -3.0851  -0.42
C  -0.7618  -2.4060  -4.2611  -1.08
C  -1.7242  -1.1562  -4.4655  -1.18
C  -2.0604  -0.4063  -3.2239  0.05
C  -2.9652  -0.7549  -2.2946  0.42
C  -4.1360  -1.6411  -2.4989  -0.71
C  -3.7010  -2.8847  -3.3322  -0.88
C  -1.0910  2.8710  2.6991  -0.87
H  -2.6721  -4.1831  -1.9306  0.06
H  -0.3879  -3.8358  -2.6764  1.30
H  -0.8122  -3.0260  -5.1807  0.43
H  0.3011  -2.1052  -4.1518  0.26
H  -1.2085  -0.5093  -5.2077  0.42
H  -2.6874  -1.4664  -4.9099  0.31
H  -1.6565  0.5906  -3.2374  0.59
H  -3.1094  -0.0522  -1.3681  -0.24
H  -4.9423  -1.0427  -3.0164  0.26
H  -4.5611  -1.9333  -1.4971  0.35
H  -4.5016  -3.6434  -3.2311  0.51
H  -3.5464  -2.6224  -4.3800  0.28
H  -1.1496  3.1447  3.7822  0.42
H  -2.0526  2.7076  2.1572  0.16
H  -0.5650  3.7220  2.2383  0.15
P  -0.0696  1.5585  -0.6421  0.81
P  1.6992  -1.1343  0.4084  0.00
N  -1.7663  2.2195  -1.3081  0.65
N  0.8132  2.9916  -1.0929  0.53
N  0.4541  -2.7071  0.6277  0.27
N  2.9545  -2.3093  0.4047  0.52
C  0.5721  0.3998  -1.9366  0.95
C  1.6623  -0.6284  -1.4169  -1.23
C  -2.9034  2.1234  -0.4431  -0.83
C  -3.9973  2.6988  -1.0530  -0.75
C  -3.5461  3.2277  -2.2981  -0.88
C  -2.1775  2.9381  -2.4289  -0.52
C  0.6148  4.2162  -0.4208  -0.72
C  1.5537  5.1318  -0.8696  -0.73
C  2.4070  4.4433  -1.8029  -0.66
C  1.9396  3.1373  -1.9096  -0.35
C  -0.6285  -2.7371  1.5295  -1.07
C  -1.5405  -3.7341  1.1333  -0.59
C  -1.0434  -4.2961  -0.0857  -0.60
C  0.1067  -3.5678  -0.3892  -0.03
C  3.2906  -3.5105  -0.1973  -0.23
C  4.4591  -4.0105  0.3477  -0.67
C  4.8760  -3.0941  1.3553  -0.54
C  3.9323  -2.0811  1.4077  -0.39
H  0.9728  0.9098  -2.8581  0.89
H  -0.2497  -0.2480  -2.3349  -2.00
H  1.5389  -1.5819  -1.9612  0.42
H  2.6957  -0.3172  -1.6777  0.42
H  -2.9233  1.8859  0.6270  0.52
H  -4.9672  2.7310  -0.5462  0.46
H  -4.1744  3.7849  -2.9715  0.48
H  -1.4203  3.2750  -3.1457  0.47
H  -0.2234  4.3194  0.2530  0.54
H  1.6402  6.1797  -0.5824  0.43
H  3.2629  4.8496  -2.3290  0.42
H  2.2531  2.3146  -2.5339  0.43
H  -0.5544  -2.2052  2.4750  0.47
H  -2.5521  -3.9197  1.5517  0.39
H  -1.5282  -5.0906  -0.6758  0.74
H  0.6230  -3.5198  -1.3329  0.20
H  2.6085  -4.0167  -0.8484  0.34
H  4.9758  -4.9200  0.1085  0.44
H  5.7578  -3.1080  1.9928  0.41
H  3.7683  -1.2510  2.1039  0.36
C  1.8665  0.2049  6.2705  -1.12
Si  1.8080  1.6502  5.0454  0.27
C  1.4102  3.1972  6.1677  -1.23
C  3.5874  1.9808  4.6305  -1.15
C  0.8076  1.3374  3.4798  -0.16
C  -0.1704  1.7329  2.8141  0.46
H  2.1311  0.6345  7.2479  0.28
H  2.6650  -0.5159  6.1152  0.38
H  0.9386  -0.3384  6.4894  0.35
H  2.1323  3.2083  6.9901  0.36
H  1.6099  4.1607  5.6918  0.35
H  0.4413  3.2990  6.6657  0.37
H  4.2346  1.1412  4.4987  0.40
H  3.6738  2.6914  3.8362  0.33
H  4.0339  2.5066  5.4691  0.34

---

Record 2
Formula: C32H44NPRuS
Source: OMol25
Level of theory: wB97M-V/def2-TZVPD

Calculated values
spin multiplicity	2
energy relative to the best compared isomer or geometry (same formula, charge and spin)	19.2	kcal per mole
highest occupied orbital energy (spin up / spin down)	-10.78 / -10.67	eV
charge	+1

Last column: Löwdin spin population.
Cartesian coordinates (Å):
Ru  1.4547  -0.8657  0.9045  0.85
C  3.1975  -2.2560  1.3971  0.00
C  3.5146  -1.3968  0.3265  0.01
C  2.7665  -1.8198  -0.7960  0.02
C  1.9790  -2.9324  -0.4130  0.03
C  2.2317  -3.1838  0.9256  0.00
H  3.6599  -2.2502  2.3710  0.00
H  4.2909  -0.6489  0.3425  0.00
H  2.8540  -1.4009  -1.7866  0.00
H  1.3393  -3.5146  -1.0585  0.00
H  1.8043  -3.9872  1.5033  0.00
S  1.3587  2.0633  4.2222  0.00
C  1.9908  2.8983  2.8780  0.00
C  2.2185  2.0788  1.8114  0.01
C  1.8830  0.7156  2.0710  0.00
C  1.3965  0.5847  3.3434  0.00
C  0.9188  -0.6809  3.8187  0.00
C  0.8054  -1.0561  5.1574  0.00
C  0.3763  -2.3276  5.4626  0.00
C  0.0257  -3.1954  4.4305  0.00
C  0.1630  -2.7627  3.1331  0.00
N  0.6192  -1.5395  2.8194  0.01
H  2.1699  3.9602  2.9475  0.00
H  2.6417  2.4348  0.8827  0.00
H  1.0819  -0.3552  5.9332  0.00
H  0.3187  -2.6488  6.4941  0.00
H  -0.3442  -4.1903  4.6311  0.00
H  -0.1177  -3.3970  2.3044  0.00
C  -3.0656  3.2372  0.7994  0.00
C  -1.7741  3.8494  0.2374  0.00
C  -0.6524  2.7971  0.1134  0.00
C  -1.2812  1.4186  -0.1116  0.00
C  -1.9779  0.9874  1.1925  0.00
C  -2.7283  2.1722  1.8390  0.00
P  -0.1153  0.1236  -0.6484  0.02
C  -1.1243  -1.3041  -1.2666  0.01
C  -2.3885  -0.9261  -2.0705  0.00
C  -3.4031  -2.0816  -2.1095  0.00
C  -2.6985  -3.4341  -2.1109  0.00
C  -1.9268  -3.6426  -0.7954  0.00
C  -1.5056  -2.3065  -0.1669  0.01
C  0.7873  0.7171  -2.1451  0.01
C  2.0941  1.4384  -1.7749  0.01
C  2.9741  1.6505  -3.0129  0.00
C  2.1404  2.0005  -4.2596  0.00
C  0.7897  2.5982  -3.8781  0.00
C  -0.0634  1.5813  -3.1087  0.00
H  -3.6574  2.7902  -0.0046  0.00
H  -3.6849  4.0182  1.2411  0.00
H  -1.4328  4.6466  0.9012  0.00
H  -1.9683  4.3090  -0.7341  0.00
H  -0.0677  2.7607  1.0329  0.00
H  0.0265  3.0801  -0.6900  0.00
H  -2.0205  1.5077  -0.9096  0.00
H  -1.2189  0.6133  1.8880  0.00
H  -2.6702  0.1654  0.9975  0.00
H  -2.1043  2.6252  2.6142  0.00
H  -3.6330  1.8153  2.3315  0.00
H  -0.4153  -1.8131  -1.9312  0.00
H  -2.0992  -0.6649  -3.0909  0.00
H  -2.8708  -0.0488  -1.6403  0.00
H  -4.0259  -1.9826  -2.9988  0.00
H  -4.0723  -2.0230  -1.2472  0.00
H  -2.0141  -3.4814  -2.9632  0.00
H  -3.4247  -4.2345  -2.2503  0.00
H  -1.0357  -4.2487  -0.9836  0.00
H  -2.5438  -4.1973  -0.0859  0.00
H  -0.6729  -2.4651  0.5141  0.00
H  -2.3189  -1.8954  0.4351  0.00
H  1.0603  -0.2158  -2.6516  0.00
H  2.6382  0.8780  -1.0144  0.01
H  1.8604  2.4045  -1.3246  0.00
H  3.5682  0.7528  -3.2052  0.00
H  3.6813  2.4544  -2.8020  0.00
H  1.9722  1.1064  -4.8676  0.00
H  2.6915  2.7004  -4.8879  0.00
H  0.2524  2.9017  -4.7770  0.00
H  0.9372  3.5024  -3.2802  0.00
H  -0.5652  0.9280  -3.8258  0.00
H  -0.8506  2.1078  -2.5689  0.00